No. 1
{
  "formula": "C4H16N2O2",
  "method": "the ωB97M-V functional and the def2-TZVPD basis",
  "elements": ["C", "N", "C", "C", "C", "N", "H", "H", "H", "H", "H", "H", "H", "H", "H", "H", "H", "H", "H", "H", "O", "H", "H", "O"],
  "coordinates": [[-0.92642, 0.48289, 1.03314], [-0.69163, 0.74840, 2.46276], [-0.93677, -1.02368, 0.77723], [0.42152, -1.69072, 0.95291], [1.45426, -1.34863, -0.11523], [1.07701, -1.91240, -1.41113], [-0.21958, 0.97357, 0.35875], [-1.91526, 0.87773, 0.79714], [0.28193, 0.56066, 2.70206], [-0.81855, 1.73581, 2.63758], [-1.29210, -1.17846, -0.24612], [-1.65574, -1.47351, 1.46078], [0.32935, -2.77951, 0.94437], [0.83465, -1.46262, 1.93926], [1.61902, -0.26106, -0.17082], [2.41409, -1.76818, 0.18734], [1.75317, -1.70495, -2.13572], [0.20212, -1.54219, -1.72300], [0.84180, 0.63014, -1.93892], [1.00816, 1.73202, -2.98980], [0.67357, 1.58299, -2.10861], [-1.05131, 2.55757, -1.68324], [-1.57882, 3.25660, -0.42272], [-1.82448, 3.00754, -1.30800]],
  "atomic_forces_ev_per_a": [[-0.26, -0.36, 0.40], [0.46, 0.07, -0.25], [0.11, 0.29, -0.19], [0.30, -0.25, 0.03], [0.12, 0.35, 0.08], [0.41, -0.11, 0.00], [0.13, 0.11, 0.01], [0.02, 0.01, -0.08], [-0.25, -0.02, -0.05], [-0.07, 0.11, 0.12], [-0.13, -0.15, 0.05], [-0.07, -0.05, -0.05], [-0.21, -0.01, -0.05], [0.00, 0.15, -0.01], [-0.06, 0.00, 0.19], [0.01, -0.12, -0.11], [0.13, -0.08, 0.09], [-0.63, 0.09, -0.15], [-0.19, 0.81, -0.10], [0.15, 0.13, -0.43], [0.03, -0.94, 0.49], [-0.05, 0.04, 0.23], [0.21, 0.10, 0.39], [-0.15, -0.17, -0.61]],
  "charge": 0,
  "de_lowest_ev": 0.243,
  "e_tot_ev": -11482.729,
  "smiles": "NCCCCN.O.O"
}



No. 2
{
  "formula": "C4H13P3",
  "method": "the ωB97M-V functional and the def2-TZVPD basis",
  "elements": ["C", "C", "C", "C", "P", "P", "P", "H", "H", "H", "H", "H", "H", "H", "H", "H", "H", "H", "H", "H"],
  "coordinates": [[-1.17012, -2.70848, -1.18666], [0.54638, 2.89857, 0.55084], [-1.60604, -1.30434, -0.78869], [0.83163, 0.03784, -0.44735], [1.85243, 0.93457, 2.42707], [-0.60334, 0.05584, -1.58043], [0.05118, 1.26006, 1.25490], [-1.73554, -3.45485, -0.63010], [-1.34259, -2.87313, -2.24907], [-0.11148, -2.86196, -0.98409], [1.60237, 2.90881, 0.28544], [0.35619, 3.67052, 1.29653], [-0.05721, 3.09861, -0.33157], [-1.52713, -1.16085, 0.29388], [-2.65335, -1.14922, -1.06221], [1.09433, -0.93145, -0.03674], [1.68485, 0.59539, -0.81517], [1.30685, -0.11528, 3.16046], [1.50373, 1.86352, 3.40772], [-0.02313, -0.76417, -2.56475]],
  "atomic_forces_ev_per_a": [[-0.09, 0.08, 0.12], [0.04, -0.26, 0.10], [0.01, 0.19, -0.16], [-1.42, 1.71, 2.19], [0.63, 0.02, -0.23], [-0.06, -0.14, 0.19], [0.77, -1.39, -2.40], [0.00, -0.12, 0.00], [0.04, -0.05, -0.04], [0.09, -0.06, -0.01], [0.04, 0.09, -0.06], [-0.03, 0.05, -0.02], [-0.04, 0.05, -0.05], [-0.08, 0.04, -0.09], [0.06, 0.01, 0.09], [0.11, -0.07, 0.03], [0.14, 0.03, 0.03], [-0.13, -0.46, 0.29], [-0.09, 0.37, 0.38], [0.02, -0.09, -0.36]],
  "charge": 0,
  "de_lowest_ev": 0.717,
  "e_tot_ev": -32223.793,
  "smiles": "CCPCP(C)#[PH2]"
}



Repeat the first record exactly.
{
  "formula": "C4H16N2O2",
  "method": "the ωB97M-V functional and the def2-TZVPD basis",
  "elements": ["C", "N", "C", "C", "C", "N", "H", "H", "H", "H", "H", "H", "H", "H", "H", "H", "H", "H", "H", "H", "O", "H", "H", "O"],
  "coordinates": [[-0.92642, 0.48289, 1.03314], [-0.69163, 0.74840, 2.46276], [-0.93677, -1.02368, 0.77723], [0.42152, -1.69072, 0.95291], [1.45426, -1.34863, -0.11523], [1.07701, -1.91240, -1.41113], [-0.21958, 0.97357, 0.35875], [-1.91526, 0.87773, 0.79714], [0.28193, 0.56066, 2.70206], [-0.81855, 1.73581, 2.63758], [-1.29210, -1.17846, -0.24612], [-1.65574, -1.47351, 1.46078], [0.32935, -2.77951, 0.94437], [0.83465, -1.46262, 1.93926], [1.61902, -0.26106, -0.17082], [2.41409, -1.76818, 0.18734], [1.75317, -1.70495, -2.13572], [0.20212, -1.54219, -1.72300], [0.84180, 0.63014, -1.93892], [1.00816, 1.73202, -2.98980], [0.67357, 1.58299, -2.10861], [-1.05131, 2.55757, -1.68324], [-1.57882, 3.25660, -0.42272], [-1.82448, 3.00754, -1.30800]],
  "atomic_forces_ev_per_a": [[-0.26, -0.36, 0.40], [0.46, 0.07, -0.25], [0.11, 0.29, -0.19], [0.30, -0.25, 0.03], [0.12, 0.35, 0.08], [0.41, -0.11, 0.00], [0.13, 0.11, 0.01], [0.02, 0.01, -0.08], [-0.25, -0.02, -0.05], [-0.07, 0.11, 0.12], [-0.13, -0.15, 0.05], [-0.07, -0.05, -0.05], [-0.21, -0.01, -0.05], [0.00, 0.15, -0.01], [-0.06, 0.00, 0.19], [0.01, -0.12, -0.11], [0.13, -0.08, 0.09], [-0.63, 0.09, -0.15], [-0.19, 0.81, -0.10], [0.15, 0.13, -0.43], [0.03, -0.94, 0.49], [-0.05, 0.04, 0.23], [0.21, 0.10, 0.39], [-0.15, -0.17, -0.61]],
  "charge": 0,
  "de_lowest_ev": 0.243,
  "e_tot_ev": -11482.729,
  "smiles": "NCCCCN.O.O"
}



Q: charge of number 2 (C4H13P3)?
A: 0



Q: Which value of charge does entry 1 give?
A: 0



Q: Look up the charge of the first one.
A: 0